C23H24BrN5O5 | ωB97M-V with the def2-TZVPD basis set

Geometry (Å):
C: 3.80729 -1.20488 -1.66627
H: 2.94256 -1.65239 -1.18306
H: 4.31253 -0.56985 -0.94160
H: 4.48595 -2.00718 -1.94827
C: 3.41850 -0.38703 -2.89692
C: 4.67480 0.15122 -3.57873
H: 4.41585 0.67801 -4.49315
H: 5.34996 -0.66323 -3.83020
H: 5.19625 0.83993 -2.91804
H: 2.88993 -1.03117 -3.60920
C: 2.50051 0.79325 -2.54605
N: 1.11853 0.41117 -2.28886
C: 0.21561 0.55852 -3.29049
O: 0.53876 0.73422 -4.44469
C: -1.26436 0.47366 -2.89315
H: -1.82436 0.99692 -3.67509
H: -1.59363 -0.56599 -2.82970
O: -1.53912 1.04814 -1.62376
C: -1.38294 2.38527 -1.54311
O: -1.10791 3.08092 -2.48206
C: -1.58537 2.87719 -0.15859
C: -2.05328 2.05473 0.86122
C: -2.15876 2.59705 2.13019
C: -1.81098 3.92677 2.33888
N: -1.37651 4.70070 1.36431
C: -1.25854 4.19828 0.15173
H: -0.88325 4.85797 -0.61706
H: -1.88595 4.37844 3.31878
Br: -2.77077 1.52529 3.57493
H: -2.32365 1.02807 0.66556
C: 0.78392 -0.04312 -0.98904
C: 0.38952 -1.34727 -0.79802
N: 0.22388 -2.19977 -1.85123
H: 0.30957 -3.18908 -1.67293
H: 0.63708 -1.88311 -2.71632
N: 0.08067 -1.81090 0.45487
C: 0.18974 -1.01268 1.58764
O: -0.05558 -1.42704 2.69425
N: 0.59628 0.26910 1.34796
C: 0.90257 0.86242 0.12132
O: 1.22792 2.03125 0.07705
H: 0.68007 0.86203 2.16662
C: -0.32957 -3.19397 0.65576
C: 0.77198 -4.16529 0.31064
C: 0.50275 -5.31314 -0.42619
C: 1.52130 -6.19584 -0.74336
C: 2.81845 -5.93333 -0.33753
C: 3.09311 -4.79241 0.39855
C: 2.07531 -3.91494 0.72515
H: 2.28834 -3.03346 1.31222
H: 4.10157 -4.58684 0.72350
H: 3.61295 -6.61871 -0.58980
H: 1.30009 -7.08692 -1.31105
H: -0.50972 -5.52186 -0.74355
H: -0.57654 -3.27413 1.72013
H: -1.23165 -3.39602 0.07051
H: 2.47185 1.48319 -3.39208
H: 2.87460 1.32409 -1.66866

The lowest unoccupied orbital energy comes out at 0.2 eV. The net charge is 0. As for the total energy: -111973.6911 eV. As for the SMILES: CC(C)CN(C(=O)COC(=O)c1cncc(Br)c1)c1c(N)n(Cc2ccccc2)c(=O)[nH]c1=O.

Table of Mulliken atomic charges, one value per atom, all in e:
1 C -1.009
2 H -0.077
3 H 0.309
4 H 0.475
5 C 1.228
6 C -1.818
7 H 0.440
8 H 0.434
9 H 0.368
10 H 0.150
11 C -1.695
12 N 0.255
13 C 1.194
14 O -0.670
15 C -1.069
16 H 0.387
17 H 0.438
18 O -0.233
19 C 0.673
20 O -0.637
21 C 0.100
22 C -0.181
23 C -0.184
24 C -0.073
25 N -0.634
26 C -0.355
27 H 0.471
28 H 0.382
29 Br -0.134
30 H 0.669
31 C -0.134
32 C -0.322
33 N -0.163
34 H 0.099
35 H 0.346
36 N 0.206
37 C 0.497
38 O -0.656
39 N 0.181
40 C 0.360
41 O -0.684
42 H 0.339
43 C -1.302
44 C 0.235
45 C -0.097
46 C -0.616
47 C -0.452
48 C -0.648
49 C -0.283
50 H 0.379
51 H 0.429
52 H 0.398
53 H 0.388
54 H 0.408
55 H 0.498
56 H 0.283
57 H 0.658
58 H 0.445